{
  "formula": "C9H15CuF5O5",
  "method": "ωB97M-V/def2-TZVPD",
  "species": ["Cu", "C", "O", "C", "C", "O", "C", "C", "O", "C", "H", "H", "H", "H", "H", "H", "H", "H", "H", "H", "H", "H", "H", "H", "F", "C", "F", "F", "C", "O", "O", "F", "C", "F", "H"],
  "positions_angstrom": [[-0.007710, 0.552230, -0.354829], [-2.796526, 2.031318, 0.851556], [-2.404699, 0.932279, 0.017492], [-2.661722, -0.316234, 0.646888], [-2.195464, -1.378081, -0.231595], [-0.822881, -1.268829, -0.510386], [-0.280886, -2.165894, -1.471623], [1.201504, -1.837242, -1.589329], [1.357114, -0.474794, -1.838066], [2.750035, -0.093382, -2.000474], [-3.898079, 2.001426, 0.940162], [-2.576082, 2.972038, 0.296802], [-2.309167, 2.130918, 1.816132], [-3.746405, -0.421733, 0.909501], [-2.080056, -0.295832, 1.625971], [-2.770407, -1.313024, -1.191524], [-2.367229, -2.328306, 0.245170], [-0.765221, -1.933300, -2.416401], [-0.501574, -3.244323, -1.107083], [1.626991, -2.434208, -2.417274], [1.815190, -2.136619, -0.708581], [3.264269, -0.866376, -2.603756], [3.165137, -0.046969, -1.021756], [2.786329, 0.889443, -2.482167], [0.936618, 0.713290, 4.044948], [1.724340, -0.049711, 3.288841], [1.340003, -1.346921, 3.398569], [2.990068, -0.020804, 3.737234], [1.600695, 0.376424, 1.820524], [0.361401, 0.656898, 1.579574], [2.520874, 0.276055, 1.065119], [0.072770, 3.116814, -0.061583], [0.618313, 2.255258, -1.009372], [0.325071, 2.729828, -2.260426], [1.727387, 2.338365, -1.008258]],
  "atomic_forces_ev_per_a": [[0.425, 0.743, -0.627], [-0.810, 1.178, -1.408], [0.133, 0.219, 0.423], [0.206, 1.728, 2.543], [-0.828, -1.053, -1.805], [0.411, 0.118, 0.567], [-0.116, -0.877, 0.854], [0.793, -1.450, 0.242], [0.029, 0.558, -0.572], [-0.644, -0.489, -0.580], [0.374, -0.075, 0.346], [0.036, -0.824, 0.244], [0.242, -0.638, 0.131], [0.726, -0.073, -0.402], [-0.629, -0.334, -0.935], [0.389, -0.243, 0.538], [-0.268, -0.604, 0.102], [-0.147, -0.365, -0.296], [0.585, 1.606, -0.861], [-0.258, 0.160, 0.021], [-0.674, 0.189, -0.095], [-0.243, 0.488, 0.106], [0.582, 0.110, 0.710], [-0.125, -0.376, 0.022], [0.308, -0.275, 0.598], [0.637, -0.240, -0.178], [-0.296, 0.275, 0.119], [-0.333, 0.382, 0.180], [-2.747, -0.236, 0.870], [0.822, -0.095, -0.217], [1.507, 0.003, -1.127], [0.332, 0.187, -0.711], [0.866, 0.491, 0.494], [-0.794, -0.092, -0.030], [-0.491, -0.095, 0.734]],
  "total_energy_ev": -78038.7876,
  "lumo_ev": [0.46, -0.43],
  "s_squared": 0.75,
  "charge": 0,
  "spin_multiplicity": 2
}